{
  "formula": "CH6N3OS",
  "method": "ωB97M-V with the def2-TZVPD basis set",
  "homo_energy_ev": -14.6,
  "energy_ev": -18477.5278,
  "total_charge": 1,
  "de_lowest_ev": 2.8124,
  "spin_multiplicity": 1,
  "elements": ["S", "O", "N", "N", "N", "C", "H", "H", "H", "H", "H", "H"],
  "xyz": [[2.028667, -0.640768, 0.159729], [-1.685247, -1.473166, 0.151344], [-0.375386, 0.736894, 0.088250], [0.388229, 1.843792, 0.013218], [-0.329108, -1.666038, -0.060938], [0.365685, -0.383828, 0.030998], [2.429526, 0.679221, -0.301853], [0.391666, 2.397771, 0.866759], [0.299766, 2.281892, -0.900535], [-1.305680, 0.810832, -0.210775], [-2.136044, -2.149722, -0.372679], [-0.072077, -2.436884, 0.536485]],
  "forces_ev_per_a": [[1.19, 2.28, -0.79], [-0.78, 0.22, 0.10], [2.76, -2.17, -0.16], [1.12, 1.91, -0.29], [0.50, 3.25, -0.14], [-3.18, -3.78, 0.47], [-0.76, -1.86, 0.90], [-0.26, 0.18, -0.63], [0.05, 0.55, 0.68], [-1.73, -0.69, -0.15], [0.02, 0.08, -0.18], [1.07, 0.02, 0.18]],
  "lowdin_charge": [0.97, -0.02, -0.01, 0.01, -0.04, -0.59, 0.00, 0.13, 0.13, 0.15, 0.13, 0.14]
}



{
  "formula": "C19H28AuIO2",
  "method": "ωB97M-V with the def2-TZVPD basis set",
  "homo_energy_ev": [-7.8, -7.8],
  "energy_ev": -36039.1654,
  "total_charge": 0,
  "de_lowest_ev": 1.2191,
  "spin_multiplicity": 3,
  "elements": ["Au", "I", "O", "O", "C", "C", "C", "C", "C", "C", "C", "C", "C", "C", "C", "C", "C", "C", "C", "C", "C", "C", "C", "H", "H", "H", "H", "H", "H", "H", "H", "H", "H", "H", "H", "H", "H", "H", "H", "H", "H", "H", "H", "H", "H", "H", "H", "H", "H", "H", "H"],
  "xyz": [[0.564950, -2.246503, 3.640311], [2.305056, -3.380063, 2.180503], [0.494177, -1.496664, -3.267553], [-0.598419, 0.520789, 0.365093], [1.054676, 1.478637, 4.446648], [-2.340340, 0.624261, -1.214182], [-1.031654, 1.298242, -0.762268], [0.974324, 2.282095, 3.268289], [-1.221015, -0.776993, 4.529953], [0.250228, 0.853679, -1.566253], [-2.256020, 0.263957, 2.738731], [0.080031, -0.537242, -4.305017], [-1.625859, 0.472629, 4.003589], [2.613685, 0.676745, 2.959530], [0.464684, -1.007056, -5.704935], [-1.574542, -1.803081, 3.533589], [0.572797, 0.043084, -0.327410], [2.083645, 0.529353, 4.265234], [1.927307, 1.776358, 2.337129], [-2.191099, -1.101881, 2.422508], [1.365524, -2.422840, -3.920045], [1.468222, -2.121508, -5.433706], [-1.103809, 2.747254, -0.285144], [1.032129, -3.460058, -3.731004], [-2.985122, 0.596848, -0.332919], [0.893255, -0.164140, -6.241684], [-2.137939, -0.397947, -1.585748], [0.587868, 0.422184, -4.099580], [-1.555243, 3.416492, -1.039711], [3.362971, 0.034215, 2.484857], [-0.985943, -0.278369, -4.177096], [-2.626907, -1.572279, 1.540328], [2.327432, -2.369791, -3.401059], [0.448604, 1.571748, 5.345234], [0.267103, 3.096759, 3.103882], [0.566186, -1.005500, -0.629246], [2.487702, -1.795452, -5.645006], [-2.684783, 1.051336, 2.125630], [-2.891527, 1.121642, -2.025935], [-1.764029, -2.859923, 3.737795], [-0.079068, 3.097726, -0.077995], [2.250271, -0.313342, 4.971746], [1.010815, 1.568890, -1.888005], [-0.012170, 0.200919, -2.392926], [-1.712851, 2.729249, 0.627220], [1.466951, 0.350119, 0.216396], [2.141742, 2.186361, 1.350565], [-0.985830, -0.939253, 5.585896], [1.272578, -3.037122, -5.989677], [-1.555258, 1.443665, 4.495722], [-0.415505, -1.368219, -6.232285]],
  "forces_ev_per_a": [[-0.20, 0.94, -0.66], [0.33, -0.23, 0.06], [-0.51, 0.28, -2.39], [0.55, -0.75, 0.41], [-1.16, 3.04, -1.71], [0.12, 0.42, -0.51], [0.40, -0.09, -0.47], [-0.98, -0.87, 2.69], [0.01, -2.64, -0.41], [-0.90, 0.30, -0.12], [0.32, -0.85, 0.23], [-0.01, 0.98, 0.76], [-0.82, 0.55, -1.31], [-0.19, 0.06, 0.36], [-0.43, -0.31, 0.66], [0.20, 0.89, 2.27], [0.23, 0.26, -0.33], [1.19, -1.85, -1.46], [1.15, -1.06, 0.59], [-0.48, 1.60, -0.03], [0.37, -0.87, 0.62], [0.50, -0.21, 0.61], [-0.24, -0.22, -0.71], [-0.27, 0.45, -0.13], [-0.10, -0.19, -0.12], [-0.02, -0.13, -0.20], [0.00, 0.38, 0.48], [0.09, -0.43, -0.14], [0.12, -0.24, 0.34], [-0.39, 0.37, 0.31], [0.26, -0.56, -0.09], [0.37, 0.16, 0.27], [0.15, 0.16, -0.27], [0.26, 0.12, -0.28], [0.33, -0.30, 0.02], [0.02, -0.24, 0.85], [-0.08, -0.05, -0.17], [0.20, -0.28, 0.11], [0.27, 0.20, 0.21], [-0.20, 0.35, 0.11], [-0.47, -0.09, 0.14], [0.29, 0.86, -0.64], [-0.35, 0.29, 0.12], [0.13, 0.61, 0.71], [0.18, 0.35, -0.13], [0.06, -0.46, -0.06], [-0.14, -0.18, 0.30], [-0.14, -0.11, -0.48], [0.01, 0.16, -0.17], [-0.07, -0.53, -0.14], [0.05, -0.04, -0.14]],
  "lowdin_charge": [0.34, -0.08, -0.17, -0.13, -0.14, -0.01, -0.53, -0.09, -0.19, -0.07, -0.08, -0.20, -0.08, -0.12, -0.15, -0.28, -0.15, -0.13, -0.06, -0.06, -0.19, -0.15, -0.01, 0.12, 0.07, 0.11, 0.09, 0.11, 0.09, 0.08, 0.12, 0.11, 0.11, 0.10, 0.10, 0.11, 0.11, 0.09, 0.08, 0.09, 0.08, 0.10, 0.12, 0.03, 0.07, 0.09, 0.10, 0.10, 0.11, 0.10, 0.11]
}